Entry 1:
The following is a quantum chemistry calculation of a 10-piece molecular cluster, C20H54N6O14 overall, from OMol25.

Largest force on an atom ... 3.3 eV/A
Orbital gap ... 9.5 eV
SMILES ... CC(N)=O.CC(N)=O.CC(N)=O.CC(N)=O.CC(N)=O.CC(N)=O.OCCO.OCCO.OCCO.OCCO
Energy above the lowest of the compared OMol25 structures with the same formula, charge and spin ... 0.0 kJ/mol

Last column: Löwdin charge in e.
Cartesian coordinates (Å):
O 7.314 15.501 8.262  -0.028
O 13.372 13.165 0.977  -0.049
O 8.679 17.100 -0.271  -0.061
O 7.936 11.248 2.705  -0.009
O 6.018 17.666 0.202  -0.071
O 3.677 13.458 5.442  0.012
O 4.313 10.468 8.891  -0.066
O 9.028 11.942 6.288  -0.016
O 12.309 19.691 7.883  -0.064
O 12.101 11.071 2.735  -0.096
O 6.508 12.525 8.712  -0.047
O 14.174 18.192 3.731  0.028
O 11.337 17.671 5.819  -0.069
O 8.907 16.519 4.634  -0.006
N 13.217 18.869 1.859  0.154
N 8.532 14.665 5.837  0.205
N 6.576 11.807 4.287  0.216
N 10.089 10.810 4.697  0.202
N 3.170 15.175 6.718  0.172
N 7.900 17.648 8.615  0.189
C 9.580 14.470 3.619  0.018
C 11.615 11.473 1.452  -0.185
C 5.137 12.740 8.890  -0.262
C 11.759 19.967 6.616  -0.222
C 12.713 16.666 2.509  -0.015
C 10.016 11.327 5.910  -0.595
C 11.170 11.195 6.866  0.008
C 4.449 11.641 9.700  -0.234
C 7.777 16.216 0.348  -0.228
C 10.721 18.864 6.172  -0.241
C 5.926 12.267 2.027  0.008
C 13.446 17.961 2.772  -0.628
C 6.848 11.715 3.015  -0.638
C 7.014 16.664 8.672  -0.522
C 3.782 14.653 5.703  -0.629
C 8.933 15.300 4.713  -0.566
C 5.668 17.015 9.268  -0.001
C 12.009 12.959 1.266  -0.257
C 4.751 15.574 4.978  0.013
C 6.620 16.952 1.183  -0.239
H 13.210 16.111 1.714  0.081
H 5.649 14.986 4.793  0.073
H 5.870 16.372 1.720  0.112
H 9.216 16.534 -0.831  0.090
H 4.330 15.899 4.027  0.080
H 13.753 12.875 1.809  0.080
H 8.837 14.328 2.835  0.068
H 10.110 19.144 5.314  0.112
H 9.931 13.490 3.943  0.069
H 9.300 11.072 4.123  0.057
H 9.939 18.585 6.878  0.084
H 8.598 13.658 5.886  0.046
H 3.708 10.726 8.192  0.075
H 7.002 17.722 1.853  0.117
H 5.405 16.247 9.995  0.083
H 12.962 10.677 2.574  0.093
H 5.020 11.349 10.582  0.119
H 4.932 16.491 5.540  0.073
H 11.999 10.624 6.446  0.073
H 11.298 20.954 6.614  0.105
H 4.598 12.874 7.952  0.095
H 10.820 10.752 7.798  0.089
H 5.614 17.943 9.838  0.075
H 12.572 20.034 5.893  0.112
H 6.744 18.221 -0.091  0.082
H 3.070 16.178 6.773  0.111
H 2.765 14.557 7.406  0.123
H 12.727 15.999 3.371  0.080
H 10.555 11.219 1.492  0.114
H 8.848 17.433 8.342  0.113
H 12.084 10.950 0.618  0.121
H 8.263 15.486 0.996  0.084
H 6.979 13.362 8.722  0.049
H 10.685 17.088 5.424  0.038
H 10.880 10.455 4.178  0.085
H 5.060 13.608 9.545  0.106
H 7.608 18.614 8.630  0.120
H 11.486 13.423 0.430  0.119
H 4.886 17.193 8.529  0.069
H 5.041 12.685 2.506  0.081
H 3.491 11.923 10.136  0.108
H 12.993 20.347 8.037  0.082
H 7.183 11.450 5.011  0.101
H 7.325 15.654 -0.468  0.115
H 11.666 13.539 2.123  0.086
H 7.905 15.113 6.489  0.060
H 13.664 19.766 1.980  0.119
H 11.555 12.203 7.023  0.089
H 5.537 11.545 1.310  0.093
H 6.520 12.947 1.417  0.085
H 10.395 14.970 3.097  0.050
H 5.751 12.285 4.619  0.088
H 11.643 16.837 2.390  0.074
H 12.728 18.643 1.005  0.111



Entry 2:
The following is a quantum chemistry calculation of C33H31F6N7O3S3Tc as an isolated structure, from OMol25.

Largest force on an atom ... 0.2 eV/A
Multiplicity ... 2
Expectation value of S² ... 0.7630
Orbital gap (spin up / spin down) ... 7.5 / 7.0 eV
Energy above the lowest of the compared OMol25 structures with the same formula, charge and spin ... 0.0 kJ/mol

Last column: Löwdin charge in e.
Cartesian coordinates (Å):
Tc 0.041 -0.108 0.316  0.973
S 0.353 2.181 0.919  0.610
S -0.751 1.112 -1.637  0.710
S 2.163 0.119 1.415  0.653
F -2.361 0.511 -4.422  0.151
F -3.525 1.907 -3.243  0.130
F 5.091 4.561 -5.062  0.136
F -4.500 0.236 -4.219  0.135
F 6.597 3.904 -3.649  0.143
F 5.362 5.620 -3.191  0.141
O 0.220 -2.227 0.805  -0.116
O 2.260 -5.209 -2.269  0.112
O 1.466 -0.885 -3.259  0.081
N 1.886 -3.027 -2.692  0.223
N 0.897 -1.548 -1.144  0.082
N 1.136 4.717 3.483  0.154
N 2.536 1.837 -1.799  0.071
N 4.300 1.662 4.220  0.159
N -1.869 -0.745 -0.409  -0.120
N -2.933 2.993 1.865  -0.152
C -2.284 0.569 2.371  -0.281
C 1.663 3.734 3.192  -0.244
C -3.029 0.332 3.528  -0.073
C -2.041 -0.020 -1.526  -0.643
C 3.359 2.853 -3.802  0.015
C -2.829 1.535 1.362  -0.107
C -3.867 -1.943 -0.790  -0.040
C -1.299 -1.075 4.365  -0.070
C 3.497 2.462 -1.122  -0.126
C -1.052 -0.070 2.154  -0.245
C 2.269 2.486 2.863  -0.356
C -0.094 -4.871 -0.501  -0.155
C 3.418 -3.552 0.595  -0.059
C -2.097 3.354 3.056  -0.004
C 1.824 -4.143 -1.897  -0.429
C -2.543 -0.485 4.532  -0.083
C 0.747 -2.550 -0.302  -0.462
C 2.476 2.030 -3.112  -0.132
C 3.393 2.036 3.617  -0.233
C -3.383 0.603 -3.562  -0.595
C -4.340 3.419 2.072  -0.001
C 2.153 -4.399 0.559  -0.160
C -0.580 -0.881 3.195  -0.113
C 1.161 -3.974 -0.540  -0.309
C 1.412 -1.737 -2.410  -0.489
C -1.083 -4.587 -1.626  -0.063
C -4.072 -1.204 -1.956  0.013
C 4.347 3.497 -3.082  -0.119
C 1.713 1.717 1.877  -1.052
C 5.347 4.396 -3.753  -0.581
C -3.167 -0.235 -2.335  -0.108
C -2.743 -1.684 -0.038  -0.108
C 4.425 3.303 -1.711  0.012
H -2.180 1.578 0.498  0.023
H -3.123 -0.656 5.429  0.103
H -1.981 -5.193 -1.513  0.080
H 3.966 -3.614 -0.347  0.085
H -4.366 4.494 2.235  0.105
H -2.466 2.820 3.923  0.099
H 1.693 1.497 -3.636  0.084
H -4.566 -2.706 -0.482  0.110
H -4.003 0.798 3.648  0.105
H -4.946 -1.382 -2.568  0.126
H 4.085 -3.895 1.386  0.082
H -2.507 -2.214 0.877  0.129
H -0.651 -4.821 -2.600  0.084
H 0.250 -5.905 -0.559  0.126
H 2.285 -3.141 -3.613  0.167
H -2.180 4.430 3.198  0.107
H -1.067 3.086 2.847  0.030
H -4.929 3.160 1.197  0.103
H -1.391 -3.538 -1.639  0.061
H 3.523 2.279 -0.053  0.080
H 3.197 -2.500 0.792  0.040
H 0.371 -1.384 3.088  0.071
H -3.833 1.269 1.032  0.131
H 5.186 3.791 -1.117  0.126
H 2.402 -5.445 0.370  0.124
H -0.564 -4.729 0.474  0.121
H -4.731 2.908 2.949  0.099
H -2.554 3.550 1.098  0.170
H 1.628 -4.344 1.514  0.124
H -0.887 -1.704 5.145  0.107
H 3.269 2.981 -4.871  0.118



Entry 3:
The following is a quantum chemistry calculation of one molecule with the formula C4H6O2, from OMol25.

Largest force on an atom ... 0.6 eV/A
Orbital gap ... 10.5 eV
SMILES ... O=C1CCOC1
Energy above the lowest of the compared OMol25 structures with the same formula, charge and spin ... 94.5 kJ/mol

Last column: Löwdin charge in e.
Cartesian coordinates (Å):
O 0.468 -0.375 -1.264  -0.129
O -1.704 -0.552 1.511  0.098
C -0.817 -0.708 -0.776  -0.121
C 0.916 0.712 -0.464  -0.195
C -0.827 -0.342 0.711  -0.382
C 0.530 0.270 0.944  -0.074
H 0.382 1.632 -0.756  0.128
H 0.593 1.005 1.748  0.129
H -1.009 -1.768 -0.963  0.139
H 1.081 -0.647 1.194  0.143
H 1.983 0.868 -0.634  0.126
H -1.595 -0.095 -1.252  0.138



Entry 4:
The following is a quantum chemistry calculation of C51H82BrN3O5P2S2Ti as an isolated structure, from OMol25.

Largest force on an atom ... 1.2 eV/A
Total charge ... +2
Orbital gap ... 5.0 eV
Energy above the lowest of the compared OMol25 structures with the same formula, charge and spin ... 28.3 kJ/mol

Last column: Löwdin charge in e.
Cartesian coordinates (Å):
Br 5.219 5.801 4.328  0.787
Ti 0.984 -0.755 0.751  0.991
S 0.128 2.598 0.449  0.779
S 2.540 1.355 -1.208  1.001
P 3.756 -1.976 0.738  0.917
P 1.039 -2.947 2.200  0.923
O -0.289 -0.243 2.074  -0.177
O 0.864 -2.201 -0.602  -0.220
O 2.229 0.356 1.512  -0.289
O 1.889 -0.176 3.643  0.043
O 1.625 0.159 -0.903  -0.636
N -0.935 -0.515 -0.261  0.112
N -1.660 4.549 0.950  -0.153
N -0.364 4.062 2.642  0.033
C -2.498 0.420 2.814  -0.054
C -3.218 0.411 0.038  0.066
C -2.578 -2.055 -6.035  -0.050
C 1.142 1.103 -3.645  -0.263
C 4.481 3.680 2.584  -0.103
C 1.004 -4.030 -2.955  -0.520
C -3.453 0.602 5.160  -0.048
C 5.361 -2.090 -0.174  -0.248
C -1.113 5.212 3.140  -0.110
C 3.821 2.515 2.241  -0.012
C -0.481 -3.870 1.743  -0.214
C 1.909 1.009 -4.964  -0.079
C 1.744 2.114 -2.664  -0.290
C -0.868 -2.519 -3.760  0.093
C -6.192 -0.072 -0.153  -0.029
C -1.518 0.089 1.842  -0.221
C 4.966 1.417 -2.648  -0.268
C -1.762 -0.646 -2.588  0.042
C -0.655 3.769 1.364  -0.752
C 3.910 0.503 -2.046  -0.314
C -1.730 -1.100 4.615  -0.032
C -5.561 1.140 0.552  -0.546
C -1.750 -1.403 -3.723  -0.129
C 2.320 0.599 2.810  -0.547
C 0.740 -4.827 -4.234  -0.048
C -2.231 4.597 -0.371  -0.042
C 0.065 -2.052 -1.610  -0.228
C -3.736 0.787 2.339  0.100
C -1.910 0.050 0.443  -0.174
C 0.867 -5.001 -1.771  -0.031
C 3.365 -3.781 0.702  -0.397
C 5.613 2.330 -1.605  -0.093
C -2.656 -1.038 -4.893  -0.546
C 1.012 -3.176 4.023  -0.213
C -4.135 0.790 0.971  -0.120
C 2.377 -4.180 1.794  -0.353
C -2.212 0.325 4.312  -0.522
C -2.099 5.477 1.991  -0.092
C 3.505 3.576 4.792  -0.105
C -1.116 1.329 4.701  -0.019
C 4.317 4.205 3.858  -0.675
C -5.529 2.332 -0.419  -0.033
C 3.017 1.861 3.174  -0.135
C -6.451 1.525 1.737  -0.052
C 0.030 -2.865 -2.775  -0.062
C 2.428 -3.446 -3.020  -0.026
C 2.866 2.396 4.450  -0.009
C -2.240 0.336 -5.445  -0.032
C -0.921 -0.989 -1.509  -0.158
C 4.440 -1.819 2.441  -0.224
C -4.113 -0.974 -4.402  -0.034
H -6.056 2.391 2.273  0.090
H 2.555 -2.871 -3.940  0.093
H 2.955 0.746 -4.804  0.064
H -7.439 1.793 1.367  0.096
H -1.943 3.701 -0.915  0.053
H 1.563 -5.833 -1.891  0.100
H -3.318 4.640 -0.298  0.080
H -3.504 0.330 -0.998  0.098
H -4.268 -0.154 -3.697  0.071
H -3.195 0.483 6.212  0.097
H -4.400 -1.908 -3.917  0.097
H -2.856 -3.056 -5.701  0.096
H 4.884 3.017 -1.171  0.065
H 1.464 0.248 -5.606  0.074
H 4.548 2.016 -3.459  0.098
H 5.124 4.187 1.876  0.106
H -4.858 2.155 -1.261  0.078
H 1.616 -2.417 4.516  0.043
H -1.226 0.297 -5.847  0.083
H 0.460 3.705 3.096  0.125
H -6.579 0.697 2.437  0.095
H -3.818 1.622 5.026  0.092
H 0.984 2.757 -2.225  0.049
H 0.114 1.396 -3.857  0.099
H -0.145 -5.409 -1.730  0.102
H -6.178 -0.950 0.494  0.097
H -4.258 -0.102 4.937  0.097
H -0.280 -5.214 -4.253  0.097
H 1.419 -5.678 -4.271  0.097
H 4.933 -0.850 2.537  0.059
H 5.884 -1.133 -0.184  0.040
H -0.191 1.127 4.164  0.063
H -0.882 -3.123 -4.654  0.096
H -2.282 1.110 -4.676  0.078
H 2.507 2.737 -3.133  0.099
H 5.173 -2.607 2.613  0.062
H -4.778 -0.810 -5.250  0.094
H -1.877 5.476 -0.915  0.101
H 2.621 -2.788 -2.170  0.056
H 5.733 0.779 -3.091  0.124
H -2.371 0.243 -2.530  0.113
H 1.098 0.116 -3.180  0.085
H 3.928 2.096 1.250  0.086
H 2.971 -3.993 -0.291  0.044
H 2.246 1.883 5.174  0.124
H -3.133 5.259 2.268  0.125
H -1.447 2.346 4.484  0.076
H -6.531 2.510 -0.811  0.096
H -2.051 6.505 1.629  0.130
H -1.620 4.972 4.075  0.115
H 1.395 -4.169 4.249  0.060
H 2.934 -4.329 2.718  0.079
H -1.350 -3.322 2.114  0.047
H 5.191 -2.412 -1.203  0.048
H 1.872 1.958 -5.501  0.088
H -4.481 1.069 3.067  0.095
H 4.289 -4.350 0.818  0.094
H 3.452 -0.174 -2.769  0.093
H 6.055 1.736 -0.802  0.078
H -2.472 -1.835 4.293  0.102
H 3.165 -4.250 -3.021  0.098
H -0.004 -3.101 4.400  0.033
H 6.408 2.918 -2.060  0.086
H 1.899 -5.130 1.545  0.094
H -5.200 3.236 0.098  0.077
H -3.273 -1.767 -6.823  0.095
H 3.654 -1.866 3.194  0.025
H 3.391 4.000 5.780  0.109
H -0.562 -3.970 0.662  0.030
H -5.671 -0.316 -1.080  0.074
H -0.458 -4.859 2.199  0.065
H -0.456 6.063 3.322  0.124
H -1.571 -1.221 5.688  0.104
H -0.789 -1.280 4.105  0.040
H -2.915 0.623 -6.252  0.097
H 1.076 -4.506 -0.827  0.037
H -0.918 1.250 5.772  0.100
H 5.999 -2.817 0.326  0.054
H -1.581 -2.085 -6.478  0.091
H 4.341 -0.091 -1.243  0.035
H -7.231 0.151 -0.398  0.095
H 0.914 -4.230 -5.131  0.092